Molecular formula: C63H60IN5PbS
Method: DFT, ωB97M-V/def2-TZVPD

The geometry in XYZ format:
```
131
Properties=species:S:1:pos:R:3:forces:R:3:mulliken_charge:R:1
Pb 0.676 0.348 0.628 -1.26 1.07 1.04 1.9981
I 2.831 -0.989 -0.995 0.90 -0.46 0.21 -0.0092
C 5.526 -1.785 -1.358 1.91 -0.64 0.20 -0.4456
C 6.709 -2.105 -1.951 -0.56 0.25 -0.53 -1.0316
C 7.792 -2.529 -1.148 0.11 -0.11 0.36 -0.5893
C 7.685 -2.623 0.214 0.12 -0.01 -0.12 -0.9323
C 6.482 -2.268 0.857 -0.26 0.16 -0.35 0.5548
C 6.266 -2.259 2.252 -0.06 0.02 0.27 -0.8465
C 5.075 -1.841 2.780 0.24 -0.09 0.06 -0.8690
C 4.002 -1.444 1.956 -0.25 0.15 -0.20 0.0227
C 4.194 -1.479 0.614 -0.68 0.17 -0.35 -0.0650
C 5.411 -1.852 0.031 -0.68 0.19 -0.08 1.1774
H 6.848 -2.036 -3.020 -0.01 -0.02 -0.14 0.4401
H 8.729 -2.784 -1.624 0.02 -0.02 -0.08 0.3873
H 8.522 -2.956 0.812 0.08 -0.01 0.00 0.4167
H 7.066 -2.574 2.907 0.08 -0.01 0.05 0.4046
H 4.931 -1.809 3.851 0.04 -0.05 0.02 0.4640
H 3.070 -1.141 2.399 -0.08 0.01 0.01 0.6058
C 3.255 2.906 0.222 -0.05 0.04 -0.11 -1.1255
C 2.877 3.587 -1.095 -0.14 -0.04 0.22 0.3541
C 1.679 4.520 -0.913 0.20 0.02 -0.04 -1.2633
C 2.708 2.583 -2.218 -0.01 0.17 -0.04 0.4823
C 3.743 2.478 -3.136 -0.03 -0.01 0.02 -1.1007
C 3.665 1.627 -4.219 0.13 -0.03 -0.03 -1.5357
C 2.522 0.881 -4.419 0.02 0.02 -0.02 -0.6523
C 1.463 0.941 -3.527 -0.02 0.11 0.21 0.8866
C 0.223 0.119 -3.804 -0.08 -0.11 -0.15 2.2195
C -0.496 0.678 -5.036 -0.11 0.00 0.23 -1.5776
C 0.550 -1.357 -4.030 -0.07 0.18 0.14 -1.6410
C 1.573 1.780 -2.398 0.26 -0.15 -0.50 0.0658
N 0.567 1.713 -1.424 0.12 -0.47 0.50 0.5714
C -0.620 2.219 -1.672 -0.37 0.17 0.33 -0.6979
C -1.725 1.954 -0.791 0.41 -0.32 -0.20 -0.2366
N -1.624 1.074 0.178 0.75 -0.12 -0.23 0.9307
C -2.654 1.061 1.129 -0.88 0.21 0.51 -0.8785
C -3.600 0.029 1.147 -0.09 0.07 -0.04 0.9228
C -4.606 0.078 2.103 0.01 0.06 -0.06 -0.7314
C -4.669 1.099 3.032 -0.10 0.15 -0.07 -1.2074
C -3.727 2.108 3.008 -0.07 -0.03 -0.10 -0.6169
C -2.715 2.114 2.061 0.08 -0.18 -0.40 1.8277
C -1.679 3.216 2.075 0.05 0.20 0.17 1.4486
C -0.816 3.121 3.337 0.12 -0.02 -0.30 -1.4299
C -2.317 4.604 1.962 0.14 -0.16 -0.17 -1.8392
C -3.609 -1.115 0.157 0.17 0.02 -0.25 0.0196
C -3.882 -0.630 -1.272 -0.14 -0.14 0.15 -1.2018
C -2.341 -1.974 0.187 -0.21 -0.08 0.14 -0.3515
C -2.862 2.759 -1.229 -0.51 0.30 -0.20 -0.0208
C -4.163 2.927 -0.820 0.42 -0.19 0.04 0.1802
C -4.983 3.812 -1.545 -0.23 0.22 -0.23 -1.0446
C -4.549 4.505 -2.648 -0.08 -0.01 0.09 -1.0828
C -3.219 4.348 -3.105 0.32 -0.35 0.25 1.2991
C -2.595 4.972 -4.211 0.09 0.04 -0.07 -1.0335
C -1.276 4.714 -4.497 -0.16 0.22 -0.18 -1.0241
C -0.486 3.825 -3.742 0.00 -0.22 0.41 0.3635
C -1.068 3.175 -2.679 -0.07 0.38 -0.28 0.6998
C -2.420 3.468 -2.372 -0.09 0.05 -0.05 -1.3107
H 3.579 3.650 0.949 -0.01 0.00 0.12 0.5044
H 4.066 2.197 0.062 0.07 -0.10 0.09 0.2909
H 2.398 2.371 0.645 0.15 0.13 0.00 -0.2665
H 3.730 4.217 -1.374 -0.08 -0.11 -0.04 0.6535
H 0.803 3.996 -0.543 -0.06 -0.03 0.06 -0.0030
H 1.420 4.995 -1.856 -0.08 0.08 -0.07 0.3193
H 1.928 5.301 -0.198 0.04 0.12 0.09 0.5734
H 4.625 3.083 -2.996 0.13 0.10 0.02 0.4233
H 4.493 1.553 -4.904 0.12 -0.01 -0.17 0.4022
H 2.455 0.245 -5.287 -0.04 -0.14 -0.12 0.3993
H -0.452 0.181 -2.945 0.07 0.00 -0.11 -1.2467
H 0.161 0.645 -5.901 0.09 -0.03 -0.16 0.3736
H -0.804 1.708 -4.879 -0.03 -0.02 -0.08 0.2186
H -1.382 0.089 -5.255 -0.15 -0.11 -0.06 0.4756
H 1.096 -1.494 -4.959 0.11 -0.09 -0.16 0.3170
H -0.366 -1.940 -4.088 -0.07 -0.10 -0.02 0.4908
H 1.160 -1.750 -3.220 0.02 -0.18 0.05 0.2744
H -5.346 -0.709 2.135 -0.04 -0.11 -0.03 0.3320
H -5.450 1.101 3.776 -0.09 -0.01 0.14 0.4547
H -3.778 2.900 3.740 0.01 0.12 0.12 0.3263
H -1.014 3.098 1.212 -0.09 0.01 0.12 -0.9678
H -1.418 3.300 4.225 -0.04 0.01 0.15 0.3464
H -0.015 3.859 3.301 0.04 0.11 0.06 0.4163
H -0.385 2.124 3.418 0.01 0.02 0.13 0.1369
H -2.926 4.833 2.834 -0.07 0.02 0.10 0.3919
H -2.944 4.670 1.075 -0.07 0.05 -0.04 0.3237
H -1.535 5.359 1.884 0.03 0.11 0.03 0.4516
H -4.448 -1.761 0.444 0.11 0.07 0.02 0.7691
H -3.062 -0.024 -1.648 0.05 0.02 -0.04 -0.1000
H -4.794 -0.037 -1.310 -0.06 0.04 -0.08 0.3420
H -3.996 -1.486 -1.934 -0.04 -0.09 -0.11 0.5815
H -1.523 -1.480 -0.337 0.10 0.01 -0.13 -0.4775
H -2.532 -2.930 -0.300 0.04 -0.06 -0.10 0.5434
H -2.018 -2.164 1.207 0.07 -0.04 0.08 -0.3644
H -4.567 2.406 0.034 -0.02 -0.02 0.09 0.5583
H -6.001 3.943 -1.208 -0.10 0.04 -0.01 0.4634
H -5.222 5.174 -3.165 -0.06 0.07 -0.05 0.4150
H -3.158 5.656 -4.827 -0.05 0.09 -0.08 0.4294
H -0.816 5.204 -5.342 0.00 0.07 -0.08 0.4577
H 0.547 3.659 -4.011 0.04 -0.02 -0.05 0.4925
C 0.627 -2.913 4.046 0.00 -0.18 0.19 -1.2488
C 0.731 -1.784 3.203 0.05 0.08 0.05 -0.8662
N 0.884 -1.934 1.861 0.01 0.00 -0.03 0.9648
C 1.004 -3.153 1.360 0.28 -0.70 0.20 -0.2091
C 1.099 -4.306 2.139 -0.54 0.45 0.13 0.0101
C 0.793 -4.156 3.518 0.25 0.39 -0.14 -0.7300
C 1.697 -5.537 1.698 0.11 -0.38 -0.55 -0.8687
C 1.850 -6.091 0.476 0.29 -0.18 0.72 -0.9761
C 1.159 -5.824 -0.759 -0.20 -0.09 -0.79 1.2129
C 1.549 -6.507 -1.925 -0.12 0.24 0.19 -0.7890
C 0.790 -6.320 -3.058 0.07 -0.04 0.09 -0.2634
N -0.291 -5.545 -3.066 -0.13 0.03 -0.46 -0.6395
C -0.572 -4.938 -1.926 -0.27 0.16 -0.20 -0.0030
N 0.087 -5.019 -0.791 0.24 -0.03 0.46 -0.2376
H 0.426 -2.768 5.098 0.00 0.03 0.02 0.5347
H 1.055 -0.841 3.620 0.08 -0.03 0.01 0.8816
H 1.132 -3.227 0.291 0.02 0.05 -0.06 0.5245
H 0.740 -5.032 4.152 0.10 -0.04 0.05 0.4990
H 2.188 -6.066 2.512 0.05 -0.05 -0.08 0.3883
H 2.525 -6.938 0.412 -0.05 -0.04 0.08 0.3208
H 2.414 -7.151 -1.924 0.08 -0.09 0.00 0.3899
H 1.034 -6.805 -3.996 0.06 -0.06 0.00 0.4343
H -1.450 -4.302 -1.928 -0.04 0.06 0.01 0.3762
S -1.273 -0.463 3.312 0.39 -0.14 -0.08 0.1651
C -2.531 -0.905 4.426 0.38 0.21 -0.29 -0.0193
C -3.324 -2.031 4.223 0.10 -0.06 0.14 -0.3837
C -4.320 -2.333 5.130 -0.19 -0.09 0.03 -0.6370
C -4.538 -1.522 6.231 -0.21 -0.09 0.09 -0.5771
C -3.754 -0.398 6.428 -0.01 0.04 0.14 -0.6188
C -2.754 -0.088 5.532 -0.06 -0.14 0.21 -0.5363
H -3.141 -2.665 3.367 0.00 -0.01 -0.10 0.4178
H -4.942 -3.201 4.972 -0.05 -0.14 0.01 0.4204
H -5.310 -1.771 6.940 -0.15 -0.03 0.09 0.3912
H -3.917 0.227 7.293 -0.04 0.10 0.11 0.4168
H -2.121 0.773 5.678 0.04 0.12 -0.01 0.3818
```
Positions in Å, forces in eV/Å.

## Properties
Kohn-Sham gap (spin up / spin down) = 4.40 / 4.90 eV
Electronic energy = -97936.0853 eV
Max |F| = 0.039 Eh/bohr

***

Molecular formula: C35H62BFN7O5
Method: DFT, ωB97M-V/def2-TZVPD

The geometry in XYZ format:
```
111
Properties=species:S:1:pos:R:3:forces:R:3:mulliken_charge:R:1
C -6.845 -5.887 -1.081 0.32 0.50 1.02 -0.6357
C -6.000 -7.240 -0.585 -2.40 -5.15 -2.05 0.4768
O -6.511 -8.420 -1.010 3.55 7.24 2.91 -0.5700
O -4.809 -7.183 0.281 -2.63 0.18 -3.40 -0.1852
C -3.559 -7.112 -0.508 2.48 0.66 0.96 -0.4087
C -2.633 -5.940 0.243 -0.26 0.72 -1.54 -0.3327
C -3.307 -4.494 -0.207 -1.38 -0.43 0.79 0.2147
C -2.964 -3.254 0.809 1.18 -0.63 -0.13 0.2698
C -1.609 -2.383 0.359 -0.75 -0.72 2.79 -0.7407
F -0.820 -3.341 -0.491 -1.05 0.79 -0.37 -0.3133
O -1.989 -1.177 -0.393 -0.14 -1.13 -4.75 -0.2478
B -2.166 -1.444 -1.834 -0.43 -0.17 0.49 0.6597
O -1.061 -1.509 -2.842 -1.97 -1.95 1.70 -0.5007
O -3.545 -1.624 -2.409 2.17 -1.39 0.86 -0.5939
H -7.875 -6.172 -1.596 2.61 0.21 0.99 0.2698
H -7.132 -5.234 -0.133 0.84 -1.41 -1.85 0.2621
H -6.175 -5.184 -1.764 -1.39 -1.70 1.41 0.1714
H -2.964 -8.121 -0.392 -1.58 1.74 -0.47 0.2497
H -3.717 -6.817 -1.636 0.12 -0.67 2.26 0.3145
H -1.523 -5.927 -0.186 -2.38 -0.28 0.90 0.2347
H -2.568 -6.090 1.406 -0.45 0.22 -2.37 0.1036
H -4.494 -4.625 -0.179 2.46 0.08 -0.09 -0.2988
H -3.037 -4.304 -1.332 -0.26 -0.23 2.11 0.0794
H -2.662 -3.751 1.851 -0.71 1.07 -2.32 -0.2750
H -3.883 -2.559 1.050 1.78 -1.24 -0.79 0.2417
H -1.054 -2.487 -3.127 0.09 2.20 0.53 0.2616
H -3.671 -2.582 -2.675 0.27 1.73 0.36 0.2869
C 2.089 -0.507 -2.067 0.02 -0.13 -0.05 -0.9762
C 1.772 0.533 -0.997 -0.07 -0.53 0.01 -0.1747
C 2.094 1.961 -1.441 1.07 -0.16 -0.05 -0.1692
C 3.577 2.079 -1.754 8.06 0.98 -1.90 0.2511
N 4.807 2.176 -2.014 -9.73 -0.58 2.12 -0.6605
H 3.156 -0.528 -2.307 -0.02 0.10 0.01 0.2686
H 1.816 -1.508 -1.717 -0.11 0.22 -0.08 0.2721
H 1.531 -0.305 -2.988 0.03 -0.10 0.16 0.2426
H 2.336 0.290 -0.088 -0.13 0.15 -0.06 0.2310
H 0.708 0.468 -0.742 0.13 0.07 0.02 0.1959
H 1.837 2.669 -0.646 0.20 0.06 -0.17 0.3451
H 1.515 2.226 -2.333 0.23 0.02 0.04 0.2269
C -3.156 0.688 3.577 -0.04 0.10 -0.12 -1.0715
C -2.580 0.424 4.965 -0.33 0.24 -0.13 -0.4898
C -1.620 -0.766 4.995 -0.68 -0.80 -0.31 -0.2972
C -2.354 -2.028 4.569 -3.80 -7.22 -2.40 0.2247
N -2.962 -3.074 4.216 4.73 8.34 3.07 -0.5069
H -3.754 -0.157 3.221 0.19 0.05 0.00 0.2955
H -3.813 1.563 3.598 0.09 -0.06 0.01 0.3496
H -2.358 0.877 2.851 -0.17 -0.12 0.06 0.2928
H -3.407 0.254 5.666 0.19 -0.02 0.00 0.2830
H -2.050 1.321 5.306 0.06 -0.19 0.05 0.3205
H -1.225 -0.905 6.007 -0.07 -0.20 -0.17 0.2904
H -0.774 -0.596 4.320 -0.19 -0.22 -0.04 0.3022
C 6.710 -0.132 -2.636 0.04 -0.02 0.19 -0.8618
C 7.812 -1.110 -2.244 -0.32 0.18 0.16 -0.4865
C 8.457 -1.796 -3.450 -0.86 -0.63 -0.29 -0.4198
C 7.407 -2.588 -4.212 -5.66 -4.53 -4.49 0.2574
N 6.536 -3.245 -4.845 6.93 5.24 5.06 -0.4689
H 5.881 -0.638 -3.141 0.12 0.04 0.02 0.2831
H 6.299 0.354 -1.746 0.14 -0.09 -0.29 0.1777
H 7.096 0.647 -3.303 -0.11 -0.06 0.12 0.3021
H 7.393 -1.865 -1.568 0.17 0.04 -0.13 0.2975
H 8.584 -0.570 -1.684 0.03 -0.15 -0.11 0.3388
H 9.249 -2.475 -3.118 -0.17 -0.05 -0.23 0.2926
H 8.906 -1.054 -4.120 -0.17 -0.17 -0.04 0.2818
C 2.138 5.062 -5.296 0.15 0.00 -0.01 -1.1482
C 0.965 4.169 -5.688 0.42 -0.10 0.08 -0.3270
C -0.389 4.867 -5.543 -0.03 0.06 1.10 -0.3145
C -0.604 5.275 -4.095 -1.50 2.40 8.02 0.2896
N -0.782 5.614 -2.893 1.45 -2.77 -9.58 -0.5688
H 2.089 5.353 -4.241 -0.05 0.00 -0.13 0.3253
H 3.084 4.532 -5.442 -0.13 0.10 0.00 0.3221
H 2.158 5.973 -5.905 0.02 -0.09 0.09 0.3437
H 0.985 3.264 -5.069 -0.13 0.11 -0.16 0.1855
H 1.094 3.850 -6.728 -0.17 0.02 0.12 0.3088
H -1.194 4.191 -5.849 0.00 0.18 0.22 0.3119
H -0.433 5.758 -6.179 -0.04 -0.03 0.24 0.2836
C -0.513 8.750 -1.781 0.18 -0.13 0.05 -1.0618
C -1.877 8.875 -1.111 0.31 -0.33 -0.02 -0.4199
C -2.453 10.290 -1.194 0.73 0.50 0.68 -0.3679
C -1.521 11.266 -0.495 5.02 5.72 3.84 0.2361
N -0.747 12.075 0.085 -6.13 -6.47 -4.60 -0.4731
H 0.237 9.381 -1.294 -0.15 0.05 -0.06 0.4014
H -0.154 7.717 -1.723 -0.14 0.21 -0.09 0.2501
H -0.567 9.032 -2.839 0.03 -0.05 0.11 0.2764
H -1.785 8.571 -0.061 -0.13 0.10 -0.15 0.2918
H -2.573 8.176 -1.589 0.00 0.15 0.09 0.2828
H -3.436 10.324 -0.712 0.20 0.20 0.00 0.2977
H -2.576 10.594 -2.239 0.12 0.10 0.18 0.2857
C -4.259 -7.708 6.958 -0.05 -0.09 0.13 -1.1509
C -3.048 -6.859 6.585 -0.07 -0.28 0.22 -0.5088
C -3.169 -6.228 5.197 0.06 -0.96 -0.58 -0.1591
C -3.290 -7.318 4.145 -0.69 -5.87 -6.07 0.2923
N -3.391 -8.223 3.273 0.83 7.09 7.00 -0.5746
H -4.382 -8.558 6.278 0.01 0.16 0.01 0.3582
H -4.142 -8.115 7.967 -0.06 0.07 -0.09 0.3292
H -5.179 -7.112 6.935 0.10 -0.10 -0.01 0.2950
H -2.148 -7.485 6.632 -0.08 0.17 -0.05 0.3073
H -2.928 -6.065 7.331 0.05 0.01 -0.19 0.3313
H -2.284 -5.619 4.983 -0.26 -0.09 -0.21 0.2343
H -4.049 -5.577 5.145 0.18 -0.12 -0.19 0.2795
C 6.073 4.561 2.839 0.09 0.07 0.08 -1.2075
C 5.808 3.571 1.709 0.34 0.11 0.14 -0.5672
C 4.320 3.279 1.511 -0.21 -0.59 0.98 0.5244
C 3.742 2.673 2.780 -3.53 -3.40 6.98 0.1657
N 3.263 2.171 3.833 3.87 4.01 -8.34 -0.5087
H 5.738 4.171 3.805 -0.04 0.04 -0.14 0.3439
H 7.146 4.761 2.925 -0.14 0.02 -0.03 0.3490
H 5.562 5.513 2.655 0.07 -0.11 0.05 0.3063
H 6.346 2.638 1.921 -0.17 0.09 -0.13 0.3145
H 6.221 3.975 0.778 -0.18 -0.15 0.02 0.3545
H 4.182 2.576 0.682 -0.07 0.05 0.25 -0.5501
H 3.776 4.198 1.270 -0.03 -0.15 0.16 0.3962
```
Positions in Å, forces in eV/Å.

## Properties
Kohn-Sham gap = 4.07 eV
Electronic energy = -61354.1715 eV
Charge = -1
Max |F| = 0.196 Eh/bohr

***

Molecular formula: NO5S
Method: DFT, ωB97M-V/def2-TZVPD

The geometry in XYZ format:
```
7
Properties=species:S:1:pos:R:3:forces:R:3:mulliken_charge:R:1
N -1.496 -0.040 0.175 6.34 -1.37 -0.64 1.0245
O 2.229 -0.958 0.384 0.97 -0.66 -0.74 -0.5076
O -2.243 -0.253 -0.686 -2.31 -1.02 -1.93 -0.5314
O -1.519 0.756 1.028 -0.88 1.73 2.38 -0.5214
O 1.648 1.004 -1.137 -0.21 -1.83 1.32 -0.5514
O -0.110 -0.768 0.083 -3.38 0.59 -0.26 -0.4747
S 1.491 0.259 0.153 -0.53 2.57 -0.13 0.5620
```
Positions in Å, forces in eV/Å.

## Properties
Kohn-Sham gap = 8.77 eV
Electronic energy = -22560.1447 eV
Charge = -1
Max |F| = 0.127 Eh/bohr

***

> Which of these has the lowest max |F|?

C63H60IN5PbS